Entry 1:
ORCA calculation (wB97M-V/def2-TZVPD) on the molecule C17H14N2O2S.

SMILES: NC(=O)[C@H]1CS[C@]2(c3ccccc3)c3ccccc3C(=O)N12
ΔE to the lowest compared entry with this formula, charge and spin: 0.0 kcal per mole
Gap between HOMO and LUMO: 9.029 eV
Highest occupied orbital energy: -9.02 eV
Calculated total energy: -35767.7414 eV

The geometry in ORCA input format:
```
! wB97M-V def2-TZVPD RIJCOSX def2/J DEFGRID3
* xyz 0 1
O 2.489 0.769 -1.990
O 0.247 -3.186 -2.001
S -1.812 0.690 -0.392
C 1.684 1.031 -1.096
C 0.809 -2.119 -1.817
C 0.075 -0.915 4.369
C 1.887 4.539 0.263
C 0.989 -1.338 3.403
C -0.940 -0.052 4.055
C 0.829 4.420 1.201
C 2.259 3.494 -0.533
C 0.921 -0.813 2.114
C -1.013 0.488 2.775
C 0.099 3.249 1.287
C 1.499 2.303 -0.420
C -0.065 0.121 1.767
C 0.440 2.146 0.495
N 2.157 -2.196 -2.013
N 0.719 0.147 -0.645
C -0.135 0.771 0.373
C -1.390 -0.868 -1.289
C 0.096 -0.767 -1.651
H 0.193 -1.305 5.375
H 2.482 5.448 0.291
H 1.756 -2.039 3.666
H -1.649 0.269 4.833
H 0.641 5.270 1.848
H 3.058 3.566 -1.245
H 1.606 -1.125 1.345
H -1.824 1.186 2.590
H -0.750 3.252 1.981
H 2.510 -3.039 -2.414
H 2.628 -1.303 -2.074
H -1.536 -1.725 -0.617
H -2.050 -1.011 -2.160
H 0.143 -0.311 -2.624
*
```

Entry 2:
ORCA calculation (wB97M-V/def2-TZVPD) on a cluster of 12 separate species, C5H31NO11 in total.

SMILES: C=C/C=C(/C)N.O.O.O.O.O.O.O.O.O.O.O
ΔE to the lowest compared entry with this formula, charge and spin: 0.0 kcal per mole
Gap between HOMO and LUMO: 8.293 eV
Highest occupied orbital energy: -7.96 eV
Calculated total energy: -29703.1234 eV

The geometry in ORCA input format:
```
! wB97M-V def2-TZVPD RIJCOSX def2/J DEFGRID3
* xyz 0 1
N 0.319 -0.009 -0.167
C 0.607 -1.122 -0.919
C 0.041 -1.364 -2.121
C -1.000 -0.555 -2.742
C -1.568 -0.847 -3.913
C 1.626 -2.032 -0.324
H 0.638 0.059 0.790
H -0.558 0.474 -0.307
H 0.380 -2.235 -2.676
H -1.325 0.341 -2.231
H -2.337 -0.238 -4.370
H -1.291 -1.730 -4.481
H 2.374 -1.496 0.265
H 2.144 -2.607 -1.076
H 1.163 -2.756 0.355
H -3.865 0.044 1.290
H -2.691 0.808 0.590
O -2.949 -0.057 1.011
H 1.734 1.540 -0.522
H 2.254 1.938 -1.906
O 2.185 2.272 -0.981
H 0.615 3.466 -0.123
H 0.393 2.945 1.283
O -0.020 3.527 0.607
H -1.819 -0.756 2.354
H -1.187 -2.161 2.571
O -1.263 -1.275 2.976
H 2.383 1.975 1.993
H 1.333 1.097 2.836
O 1.440 1.728 2.082
H -2.958 -1.623 0.038
H -2.532 -2.510 -1.147
O -2.961 -2.554 -0.285
H 1.359 0.374 -3.285
H 2.862 0.263 -3.543
O 2.159 0.914 -3.432
H 0.815 0.002 4.802
H 0.249 -0.715 3.558
O 1.063 -0.279 3.919
H -1.735 -4.334 2.016
H -1.849 -3.291 0.879
O -1.243 -3.640 1.576
H -2.918 2.955 0.015
H -1.371 2.752 0.116
O -2.225 2.307 -0.134
H 4.125 3.441 1.294
H 3.476 2.447 0.300
O 3.927 2.512 1.168
*
```

Entry 3:
ORCA calculation (wB97M-V/def2-TZVPD) on a structure of composition CH2FLiOSm.

ΔE to the lowest compared entry with this formula, charge and spin: 3.8 kcal per mole
Gap between HOMO and LUMO (alpha / beta): 5.236 / 10.309 eV
⟨S²⟩: 12.021
Highest occupied orbital energy (alpha / beta): -16.65 / -20.33 eV
Calculated total energy: -23926.0939 eV

The geometry in ORCA input format:
```
! wB97M-V def2-TZVPD RIJCOSX def2/J DEFGRID3
* xyz 2 7
C -0.991 0.582 -0.004
O 0.337 0.476 -0.353
Li 0.485 1.907 -1.491
Sm 1.810 -1.278 0.026
F 1.272 -2.831 1.319
H -1.640 -0.290 -0.121
H -1.272 1.434 0.623
*
```

Entry 4:
ORCA calculation (wB97M-V/def2-TZVPD) on the molecule C4H7NO2.

SMILES: C/N=C/OC(C)=O
ΔE to the lowest compared entry with this formula, charge and spin: 29.8 kcal per mole
Gap between HOMO and LUMO: 11.093 eV
Highest occupied orbital energy: -10.14 eV
Calculated total energy: -9845.9857 eV

The geometry in ORCA input format:
```
! wB97M-V def2-TZVPD RIJCOSX def2/J DEFGRID3
* xyz 0 1
C -1.752 -1.320 0.316
N -0.797 -0.312 -0.034
C -0.835 0.849 0.447
O 0.100 1.737 0.047
C 0.997 1.082 -0.846
O 0.938 1.327 -2.010
C 2.021 0.206 -0.174
H -2.520 -0.993 1.029
H -2.244 -1.649 -0.603
H -1.217 -2.175 0.742
H -1.546 1.262 1.171
H 2.991 0.706 -0.262
H 2.072 -0.751 -0.701
H 1.791 0.029 0.878
*
```

Entry 5:
ORCA calculation (wB97M-V/def2-TZVPD) on a cluster of 3 separate species, C3H8NO in total.

ΔE to the lowest compared entry with this formula, charge and spin: 307.8 kcal per mole
Gap between HOMO and LUMO: 5.127 eV
Highest occupied orbital energy: -14.05 eV
Calculated total energy: -6757.8225 eV

The geometry in ORCA input format:
```
! wB97M-V def2-TZVPD RIJCOSX def2/J DEFGRID3
* xyz 1 1
C 0.246 -0.026 0.053
C -0.200 -1.059 -0.716
C 1.046 -0.798 0.902
O 1.911 1.415 -0.012
N -2.124 0.435 -0.031
H 0.061 1.030 -0.442
H -3.028 0.591 -0.353
H 0.399 -1.384 -1.635
H 2.078 -1.105 0.629
H 0.822 -0.962 1.924
H -2.185 0.725 0.890
H -1.312 -1.070 -0.825
H 2.285 2.210 -0.385
*
```

Entry 6:
ORCA calculation (wB97M-V/def2-TZVPD) on a cluster of 3 separate species, C12H19ClNO6 in total.

ΔE to the lowest compared entry with this formula, charge and spin: 0.0 kcal per mole
Gap between HOMO and LUMO: 9.509 eV
Highest occupied orbital energy: -13.77 eV
Calculated total energy: -39043.5618 eV

The geometry in ORCA input format:
```
! wB97M-V def2-TZVPD RIJCOSX def2/J DEFGRID3
* xyz 1 1
Cl 0.291 1.270 0.935
C -0.788 0.623 -0.275
C -0.175 -0.059 -1.482
C 0.040 -1.458 -0.868
C -1.260 -1.611 -0.172
N -1.676 -0.459 0.188
H -1.442 1.423 -0.603
H 0.702 0.419 -1.878
H -0.928 -0.195 -2.246
H 0.726 -1.349 -0.020
H 0.416 -2.267 -1.474
H -1.778 -2.535 0.019
H -2.536 -0.333 0.722
C 5.408 -0.674 -1.415
C 4.738 -1.525 -2.478
C 4.518 -0.852 -3.809
O 3.415 -1.609 -4.341
C 2.701 -2.058 -3.293
O 1.622 -2.562 -3.372
O 3.369 -1.860 -2.131
H 6.444 -0.979 -1.283
H 5.417 0.382 -1.688
H 4.899 -0.773 -0.459
H 5.273 -2.469 -2.601
H 5.376 -0.900 -4.473
H 4.196 0.186 -3.704
C -2.202 2.389 3.258
C -3.663 2.118 2.968
C -4.538 1.778 4.148
O -5.583 1.010 3.523
C -5.045 0.401 2.442
O -5.558 -0.455 1.804
O -3.806 0.913 2.179
H -1.971 3.450 3.179
H -1.905 2.070 4.258
H -1.625 1.833 2.527
H -4.095 2.935 2.387
H -4.942 2.648 4.658
H -4.033 1.133 4.871
*
```